1.
124
Properties=species:S:1:pos:R:3:forces:R:3 method="wB97M-V/def2-TZVPD" smiles="O=C1OC[C@@H](F)O1.O=C1OC[C@@H](F)O1.O=C1OC[C@@H](F)O1.O=C1OC[C@@H](F)O1.O=C1OC[C@@H](F)O1.O=C1OC[C@@H](F)O1.O=C1OC[C@@H](F)O1.O=C1OC[C@@H](F)O1.C[N+](=O)[O-].C[N+](=O)[O-].O=S1(=O)CCCC1.O=S1(=O)CCCC1" energy_ev=-147911.0567 orbital_gap_ev=10.58
O 0.395536 -5.943536 2.485251 -0.1334 -0.2519 -0.3887
C 1.014327 -5.018656 2.866257 0.3712 0.0928 0.6579
O 0.704012 -4.295433 3.977297 -0.5187 0.3323 0.0906
C 1.438236 -3.098771 3.920542 1.5957 1.1482 -0.2926
C 2.691701 -3.530871 3.168214 -1.0708 -0.3144 -0.5542
F 3.580698 -4.135163 3.998283 0.3092 0.2157 0.0854
O 2.164208 -4.535499 2.311746 0.0327 0.1610 0.0299
H 0.958742 -2.302377 3.347590 -0.3774 -0.3516 -0.2191
H 1.754104 -2.620101 4.848806 -0.4465 -0.8212 0.5169
H 3.152552 -2.757948 2.559444 0.2460 -0.0783 0.0591
O -0.100533 3.999919 4.084453 -0.2879 0.2408 -0.0577
C 0.329729 2.990737 4.526619 0.3443 -0.2353 -0.1069
O 1.620363 2.760031 4.801206 -0.0576 0.1875 0.3357
C 1.806265 1.387386 5.120485 0.9439 0.0786 -0.0832
C 0.391630 0.856915 5.288259 0.5398 -0.0329 -0.6727
F 0.092534 0.640201 6.595741 -0.1015 -0.0897 0.0296
O -0.418133 1.871544 4.773725 0.0124 0.0154 -0.0032
H 2.412814 0.962872 4.316465 -0.5508 -0.2653 -0.2308
H 2.428907 1.250580 6.005366 -0.3661 0.3518 0.2704
H 0.244351 -0.048858 4.700152 -0.3598 -0.1810 0.3648
O -1.048724 5.322679 -2.017456 0.0086 0.0035 -0.0743
C -0.227071 5.002631 -1.220544 -0.0204 -0.1931 -0.0221
O -0.492556 4.389458 -0.049162 -0.1521 0.0896 0.2191
C 0.727116 4.384844 0.708516 0.3817 -0.1525 0.6132
C 1.739278 4.364407 -0.409448 -0.0926 0.3196 1.3674
F 1.857312 3.100827 -0.904080 0.1945 -0.0646 -0.1659
O 1.120346 5.176171 -1.369183 -0.1230 -0.1191 -0.3338
H 0.783880 5.274704 1.340499 0.0387 0.2155 -0.3694
H 0.854605 3.568116 1.417143 -0.4593 -0.4295 -0.4872
H 2.698452 4.735942 -0.063520 0.1764 0.0786 -0.5834
O 0.580770 -7.698759 -0.089398 -0.0604 -0.1556 -0.0651
C 0.950967 -6.656349 -0.494766 -0.2434 -0.2933 -0.2233
O 2.191503 -6.389443 -0.967928 0.1171 0.0060 0.4886
C 2.340352 -4.991574 -1.019864 0.4904 1.3826 -0.3896
C 0.920367 -4.483733 -1.133450 -0.6610 -0.6711 -0.0264
F 0.527072 -4.367105 -2.458612 0.1648 0.2844 0.0306
O 0.154600 -5.545020 -0.608625 0.5362 0.3203 0.2885
H 2.830159 -4.540337 -0.152682 -0.2170 -0.5521 0.3461
H 2.969129 -4.665568 -1.850211 -0.2415 -0.3957 -0.2872
H 0.675575 -3.564900 -0.608549 0.0949 0.1107 -0.1047
O 1.673762 1.990947 -3.511346 0.2002 -0.3503 0.1596
C 0.592619 2.252044 -3.904831 -0.0354 0.6114 -1.0648
O 0.275049 3.401325 -4.562892 -0.2123 -0.0795 0.5541
C -1.125327 3.392122 -4.875358 0.0857 0.0035 -0.0336
C -1.641637 2.246731 -4.006357 0.2762 0.6147 -0.6251
F -2.608440 1.527779 -4.627350 -0.0211 -0.0049 0.1657
O -0.496039 1.440197 -3.853789 -0.1047 -0.2223 0.7603
H -1.602382 4.333158 -4.612693 0.2859 0.0993 0.0787
H -1.224405 3.209443 -5.945113 -0.2154 -0.2145 0.0371
H -1.986837 2.621544 -3.040419 -0.2831 -0.3653 0.0357
O 3.619343 -1.697200 -1.655180 0.1735 0.0893 0.2110
C 3.008660 -1.856265 -2.658048 -0.1654 -0.1817 -0.3458
O 1.811315 -1.306490 -2.934068 0.1720 0.2883 0.1915
C 1.458461 -1.629273 -4.270941 0.0888 -0.0362 -0.8825
C 2.257432 -2.903122 -4.496908 -0.7858 0.3379 0.0217
F 2.620779 -3.059532 -5.789698 0.2495 0.0802 0.0687
O 3.395045 -2.674568 -3.680232 -0.0188 -0.2137 0.2105
H 0.384224 -1.701908 -4.369766 -0.0782 -0.2705 0.2574
H 1.807300 -0.883151 -4.993697 0.1557 0.1861 0.3262
H 1.711662 -3.781152 -4.160529 0.3095 -0.2423 -0.1313
O -1.541482 -1.619731 -3.107671 0.1725 -0.0077 0.2693
C -2.410125 -1.625089 -3.912726 -0.1007 -0.1250 -0.0337
O -2.272547 -1.267747 -5.202061 -0.0242 -0.0136 -0.0796
C -3.583168 -1.173154 -5.752114 -0.6098 0.3847 0.0399
C -4.373274 -2.101075 -4.858927 -0.3589 -0.2698 -0.8508
F -4.319946 -3.408753 -5.298307 0.2052 0.1025 -0.0013
O -3.693822 -2.014235 -3.648728 -0.0065 0.1043 0.0127
H -3.963496 -0.157404 -5.609925 0.1325 -0.0127 0.0631
H -3.650252 -1.391594 -6.812764 0.4415 -0.3974 0.0420
H -5.433380 -1.859622 -4.826225 0.0921 0.1709 0.6416
O -4.972081 1.334745 -1.923956 -0.1686 -0.6519 0.0176
C -4.875404 2.173399 -1.100878 0.2937 1.1001 0.0911
O -3.942262 3.157000 -1.136915 0.5624 -0.1515 -0.0428
C -4.034366 3.919458 0.068749 -0.2929 -0.1144 0.5810
C -5.507891 3.716611 0.378975 0.5266 0.2255 0.1658
F -6.274620 4.517599 -0.427044 -0.1079 -0.0372 -0.0043
O -5.676769 2.376170 -0.010623 -0.4777 -0.2012 -0.3471
H -3.440478 3.461208 0.864809 0.0338 -0.0923 -0.1042
H -3.688944 4.940209 -0.050305 -0.2322 0.0411 -0.4409
H -5.835128 3.861888 1.402564 0.0760 -0.1980 0.0853
C -2.027145 -3.802142 1.172112 -0.2113 -0.0213 -0.0546
N -3.393163 -3.664613 1.763527 0.2667 -0.0924 -0.4584
O -3.895007 -2.554304 1.727887 -0.1176 0.1933 0.1366
O -3.901625 -4.646578 2.244051 -0.0676 0.0861 0.0726
H -1.899613 -3.068178 0.382999 -0.1548 0.1031 0.0595
H -1.935143 -4.807129 0.778721 0.1948 -0.1048 0.2556
H -1.349044 -3.585205 1.993184 0.1686 -0.2251 -0.0653
C -5.045874 -0.396994 3.556850 -0.1281 0.1224 -0.4589
N -3.980928 0.583908 3.892613 -0.0982 0.1268 0.1381
O -3.966959 1.616201 3.242545 0.0520 -0.1078 0.0812
O -3.215125 0.321333 4.794792 0.0184 -0.0513 -0.1600
H -4.835378 -1.351966 4.016783 0.0184 0.0514 0.1512
H -5.059525 -0.477525 2.474244 0.0420 -0.0794 0.0095
H -5.990239 0.042788 3.866118 0.0313 -0.0443 0.2089
O 5.014328 2.365364 3.609813 -0.1688 0.0035 0.0671
S 4.611516 2.533634 2.234289 0.4980 -0.3916 -0.1828
O 3.348249 3.157531 1.924271 -0.0302 0.3580 0.0517
C 5.978142 3.313088 1.324986 -0.1125 0.0339 0.0407
C 6.435032 2.292144 0.267594 -0.5549 0.0805 0.3542
C 6.129947 0.896287 0.831163 0.0651 -0.2250 -0.2428
C 4.712924 0.975324 1.359312 -0.4143 0.2677 0.0621
H 6.777849 3.528211 2.030970 -0.1324 -0.0894 0.1930
H 5.608800 4.257008 0.930173 -0.0035 -0.0398 -0.1276
H 5.826959 2.415993 -0.630082 0.3251 0.1407 -0.1759
H 7.495096 2.441083 0.084958 -0.0243 -0.0688 -0.3752
H 6.881572 0.630580 1.576149 -0.2428 -0.0855 0.2129
H 6.125548 0.123629 0.060766 0.3259 0.1089 -0.0760
H 4.346686 0.162627 1.981142 0.1842 0.0399 0.1718
H 3.995658 1.098113 0.544094 0.0809 -0.1173 -0.0775
O 0.678922 -1.853412 0.943700 -0.0248 0.0044 0.0285
S 0.433617 -0.420059 0.926781 0.3703 0.5157 -0.0001
O 1.478075 0.452629 1.421245 0.0997 -0.1235 0.2042
C -0.094221 0.137984 -0.712465 0.8537 -0.0775 0.4009
C -1.555036 0.505072 -0.519578 -0.5943 -0.5709 -0.6438
C -1.808159 0.918300 0.926587 0.5734 1.4017 -0.1756
C -1.087968 -0.066420 1.812866 -0.6232 -1.4619 -0.9384
H 0.214233 -0.626274 -1.424337 -0.7339 -0.2958 0.0686
H 0.558484 0.965975 -1.001552 -0.1660 0.2767 0.4850
H -1.821458 1.323984 -1.185416 -0.1105 -0.0701 -0.0469
H -2.198700 -0.346038 -0.760031 0.0908 -0.0012 -0.1684
H -2.869429 0.993231 1.150357 0.0063 -0.0793 0.0491
H -1.374566 1.923777 0.992750 -0.1133 0.0129 0.5295
H -1.643908 -1.006423 1.684224 0.0583 -0.0156 0.2785
H -0.959743 0.084983 2.877554 0.2126 0.5394 -0.0353

=====

2.
95
Properties=species:S:1:pos:R:3:forces:R:3 method="wB97M-V/def2-TZVPD" energy_ev=-104282.9552 charge=-1 orbital_gap_ev=5.82
Ag -0.095635 2.104397 -0.322654 0.1326 0.1563 0.0438
C 2.582877 0.449845 -4.941176 0.0169 0.0265 0.0460
Si 2.970450 -0.223697 -3.196672 0.1244 -0.0516 0.1527
C 3.552618 -1.997000 -3.458249 0.0415 0.0610 -0.1133
C 4.492149 0.721243 -2.580455 -0.0207 -0.0317 -0.0258
N 1.669393 0.020902 -2.171375 -0.2681 0.0975 -0.2073
P 0.938663 -0.862097 -1.059064 -0.1169 -0.1279 -0.0871
C -0.309314 -0.122680 -0.239065 0.4403 0.3611 0.4133
P -0.929739 -0.134910 1.324057 -0.1576 -0.1978 -0.3709
N -1.286759 1.308452 1.892263 -0.0501 0.0274 0.0235
Si -2.476093 1.952072 2.885783 -0.0013 -0.0298 -0.0401
C -2.244630 3.828439 2.919280 0.0247 -0.0335 -0.0484
C -4.246494 1.604087 2.304237 0.0231 0.0240 -0.0095
C -2.410665 1.400966 4.692752 -0.0662 0.0620 0.0089
C -2.441420 -1.191560 1.366677 0.0973 0.0099 -0.0353
C -2.950105 -1.729696 2.544465 0.0000 -0.0003 0.1287
C -4.133473 -2.452892 2.544470 -0.0178 -0.0035 -0.0166
C -4.827678 -2.643450 1.357015 -0.0321 -0.0129 0.0093
C -4.323830 -2.118866 0.175185 -0.0210 -0.0110 -0.0222
C -3.135090 -1.403884 0.180120 0.0245 0.0093 -0.0401
C 0.098588 -0.979931 2.587484 0.0386 0.0020 0.0358
C 0.329754 -2.352473 2.560131 -0.0077 -0.0001 -0.0300
C 1.167186 -2.953075 3.484783 0.0081 -0.0129 0.0023
C 1.777683 -2.185511 4.469109 0.0250 -0.0623 0.0008
C 1.540028 -0.821386 4.520515 0.0209 0.0051 -0.0085
C 0.707134 -0.225506 3.582908 0.0470 0.0830 -0.0152
C 2.301024 -1.535887 -0.018904 0.0048 -0.0325 -0.0416
C 2.881083 -2.789847 -0.172020 -0.0109 -0.1068 -0.0190
C 3.981869 -3.167426 0.588604 -0.0123 -0.0267 -0.0103
C 4.525694 -2.287661 1.508722 0.0249 0.0337 0.0640
C 3.966205 -1.023607 1.658762 0.0165 -0.0174 0.0247
C 2.869262 -0.654727 0.900543 -0.0274 0.0569 0.0751
C 0.253301 -2.354990 -1.908167 -0.0035 0.0454 0.1276
C -0.083683 -3.519464 -1.222676 -0.0538 -0.0608 0.0483
C -0.745349 -4.562807 -1.853073 -0.0010 0.0054 -0.0248
C -1.097237 -4.453425 -3.191687 0.0103 0.0016 0.0262
C -0.776004 -3.295082 -3.884813 -0.0467 -0.0589 -0.0882
C -0.105991 -2.261574 -3.248872 0.0403 0.0135 -0.0196
H 3.345778 1.142663 -5.308946 0.0413 0.0231 0.0007
H 1.615445 0.952936 -4.975426 -0.0798 0.0377 0.0046
H 2.536845 -0.368740 -5.661802 -0.0268 -0.0499 -0.0292
H 4.283468 -2.015852 -4.272516 0.0443 -0.0450 -0.0123
H 2.726731 -2.654882 -3.731455 -0.0593 -0.0405 -0.0290
H 4.027596 -2.404922 -2.565663 0.0145 0.0268 0.0197
H 5.216404 0.942157 -3.368462 0.0364 0.0113 -0.0451
H 5.004769 0.142597 -1.810158 0.0057 -0.0548 0.0688
H 4.179190 1.650968 -2.103695 -0.0154 0.1304 0.0148
H -1.998125 4.188108 1.918431 0.0039 0.0378 -0.0562
H -1.408718 4.101296 3.565779 0.0637 -0.0086 0.0353
H -3.129280 4.358942 3.279463 -0.0569 0.0196 0.0338
H -4.272414 1.477263 1.220414 0.0103 0.0281 -0.0413
H -4.927850 2.414375 2.579872 -0.0460 0.0112 0.0118
H -4.638846 0.681774 2.735178 0.0226 -0.0614 0.0367
H -1.393168 1.416288 5.085395 0.0575 0.0300 0.0041
H -2.799745 0.389179 4.818610 -0.0053 -0.0494 -0.0063
H -3.018933 2.070514 5.308224 -0.0355 -0.0107 0.0470
H -2.415351 -1.585788 3.477326 0.0227 0.0086 -0.0117
H -4.513331 -2.866493 3.470648 -0.0178 -0.0122 0.0172
H -5.754782 -3.203764 1.353125 -0.0104 -0.0138 -0.0006
H -4.852601 -2.273250 -0.757340 -0.0233 -0.0103 -0.0132
H -2.713811 -1.001557 -0.734878 0.0079 0.0122 -0.0079
H -0.163146 -2.958449 1.810580 -0.0154 -0.0238 -0.0479
H 1.345096 -4.020238 3.435469 0.0147 -0.0179 0.0166
H 2.436818 -2.654133 5.189517 0.0072 -0.0004 0.0206
H 2.008098 -0.218081 5.288787 0.0103 0.0173 0.0180
H 0.521133 0.841829 3.602024 -0.0059 -0.0025 -0.0017
H 2.487247 -3.486564 -0.901777 -0.0231 0.0250 0.0113
H 4.412909 -4.152670 0.454580 0.0098 -0.0067 0.0046
H 5.378522 -2.582005 2.109189 -0.0005 0.0052 -0.0073
H 4.379850 -0.325742 2.376252 0.0156 -0.0007 0.0184
H 2.430918 0.330142 1.022925 -0.0219 -0.0036 -0.0105
H 0.169384 -3.620475 -0.175301 0.0121 0.0432 0.0424
H -0.993413 -5.457370 -1.294430 -0.0070 -0.0055 -0.0051
H -1.621036 -5.261235 -3.687031 -0.0068 -0.0135 -0.0127
H -1.049472 -3.195410 -4.928928 -0.0053 -0.0042 -0.0018
H 0.141320 -1.358931 -3.794256 0.0149 0.0435 0.0002
N 0.377368 2.529433 -2.979896 0.0287 -0.2786 0.0313
N 1.601083 3.181992 -3.118628 -0.0560 -0.0283 0.0968
C 2.085281 3.910305 -2.105526 0.0127 0.0046 -0.0238
N 3.358923 4.360028 -2.272851 -0.0216 -0.0721 -0.0190
S 1.244890 4.339378 -0.705169 -0.0814 -0.1302 0.0504
H 0.578027 1.540925 -2.725450 -0.0053 0.0723 -0.1145
H -0.159778 2.592703 -3.834444 0.0429 0.1326 0.0008
H 2.271936 2.790265 -3.771996 0.0005 -0.0088 0.0206
H 3.968128 3.859984 -2.902807 0.0014 0.0128 -0.0088
H 3.788995 4.721976 -1.438960 -0.0138 -0.0011 -0.0053
N -2.157532 5.053529 -0.787713 -0.0146 -0.0557 0.0187
C -2.934660 3.945485 -0.841242 0.1430 -0.0049 -0.1674
O -2.578075 2.909701 -1.369998 -0.1837 0.0879 0.0485
C -4.291483 4.029737 -0.176220 -0.0231 -0.1367 0.0190
I -5.489230 5.672365 -0.820599 -0.0366 0.0917 -0.0319
H -1.181006 4.939756 -1.034697 -0.0022 0.0207 0.0092
H -2.429119 5.832686 -0.213912 0.0315 0.0128 -0.0210
H -4.181676 4.144869 0.898773 -0.0176 -0.0428 0.0135
H -4.841345 3.125113 -0.407333 -0.0043 0.0455 0.0390